Below is the molecule C4H4O in a non-equilibrium geometry, with properties calculated with wB97M-V/def2-TZVPD.

Frontier orbital gap = 0.349 hartree
Charge = 0
HOMO level = -9.2 eV
Energy above the lowest of the compared OMol25 structures with the same formula, charge and spin = 5.624 eV
Strongest force on any atom = 0.0868 Eh/bohr

Last columns: bonded neighbours and bond lengths (Å).
Geometry (Å):
1 C -0.570 0.091 -0.119  C2 1.542, C3 1.538, O5 1.475, H6 1.249
2 C 0.629 -0.473 0.669  C1 1.542, C3 1.695, C4 1.475, H7 1.113
3 C 0.781 0.347 -0.807  C1 1.538, C2 1.695, C4 1.409, H8 1.040
4 C 1.741 -0.550 -0.298  C2 1.475, C3 1.409
5 O -1.923 -0.477 -0.277  C1 1.475, H9 0.970
6 H -0.796 1.230 0.342  C1 1.249
7 H 0.876 -0.033 1.661  C2 1.113
8 H 1.146 1.308 -0.963  C3 1.040
9 H -1.884 -1.444 -0.208  O5 0.970